P.
{"formula": "C20H24O6PtSSi", "method": "the ωB97M-V functional and the def2-TZVPD basis", "elements": ["Pt", "O", "C", "O", "C", "O", "C", "C", "O", "O", "H", "H", "H", "H", "H", "C", "C", "C", "C", "C", "C", "Si", "C", "C", "C", "C", "C", "C", "H", "H", "H", "H", "H", "H", "H", "H", "H", "H", "H", "O", "S", "C", "C", "C", "C", "H", "H", "H", "H", "H", "H", "H", "H"], "xyz": [[0.32650, -0.70368, 1.24094], [1.15988, -1.87048, 5.34846], [1.19435, -1.66724, 4.04067], [0.24115, -1.18624, 3.43162], [2.53108, -2.03920, 3.45455], [2.48943, -2.12217, 2.07770], [2.40657, -3.44866, 1.53763], [1.02599, -3.85452, 0.98984], [0.89465, -5.05512, 0.78894], [0.17331, -2.93777, 0.76666], [0.31141, -1.54742, 5.69631], [2.87783, -2.96220, 3.91992], [3.21900, -1.23496, 3.73021], [2.70486, -4.19336, 2.27509], [3.10664, -3.49175, 0.70232], [-3.76089, 1.25345, -2.44052], [-4.33279, 0.83989, -1.24660], [-3.55902, 0.77879, -0.09386], [-2.21064, 1.14126, -0.10830], [-1.65295, 1.56014, -1.32057], [-2.41980, 1.61660, -2.47583], [-1.13749, 1.04146, 1.42969], [-0.10721, 2.64373, 1.42958], [1.28843, 2.62055, 1.39233], [2.03255, 3.79490, 1.34899], [1.38914, 5.02364, 1.34325], [0.00243, 5.07304, 1.38140], [-0.73156, 3.89632, 1.42159], [-4.35886, 1.29448, -3.34268], [-5.38211, 0.57461, -1.21241], [-4.01406, 0.44990, 0.83448], [-0.60924, 1.85116, -1.35410], [-1.97746, 1.95464, -3.40591], [-2.05847, 1.11603, 2.59251], [1.79946, 1.66575, 1.38844], [3.11451, 3.75071, 1.31739], [1.96600, 5.93971, 1.30823], [-0.50562, 6.02971, 1.37889], [-1.81571, 3.95252, 1.44400], [0.78390, -0.40901, -0.87086], [1.02898, -1.76572, -1.55498], [1.67765, -1.24483, -3.17815], [0.60412, -1.51620, -4.23572], [-0.73882, -1.43954, -3.51364], [-0.55980, -2.26071, -2.24724], [2.61325, -1.76985, -3.35958], [1.87714, -0.18093, -3.04785], [0.73918, -2.51392, -4.65856], [0.66652, -0.79566, -5.05091], [-1.55591, -1.81984, -4.12663], [-0.96786, -0.40905, -3.24401], [-0.48349, -3.33149, -2.45066], [-1.30610, -2.09146, -1.47208]], "nbo_charge": [0.629, -0.643, 0.807, -0.596, -0.168, -0.541, -0.197, 0.744, -0.681, -0.853, 0.510, 0.215, 0.228, 0.193, 0.206, -0.215, -0.239, -0.139, -0.489, -0.199, -0.224, 1.050, -0.376, -0.234, -0.224, -0.213, -0.220, -0.229, 0.210, 0.211, 0.202, 0.223, 0.208, -0.190, 0.215, 0.207, 0.208, 0.209, 0.206, -0.955, 1.254, -0.598, -0.410, -0.421, -0.593, 0.239, 0.254, 0.208, 0.227, 0.229, 0.231, 0.243, 0.278], "charge": 0}

Q.
{"formula": "C20H24O6PtSSi", "method": "the ωB97M-V functional and the def2-TZVPD basis", "elements": ["Pt", "O", "C", "O", "C", "O", "C", "C", "O", "O", "H", "H", "H", "H", "H", "C", "C", "C", "C", "C", "C", "Si", "C", "C", "C", "C", "C", "C", "H", "H", "H", "H", "H", "H", "H", "H", "H", "H", "H", "O", "S", "C", "C", "C", "C", "H", "H", "H", "H", "H", "H", "H", "H"], "xyz": [[0.05797, -1.35330, 1.25907], [1.49472, -2.63692, 5.13324], [0.63374, -2.49718, 4.12035], [0.74420, -3.08330, 3.07241], [-0.54124, -1.62936, 4.51097], [-1.13320, -0.95433, 3.41752], [-0.93568, 0.46698, 3.51969], [0.52757, 0.87523, 3.28326], [0.85790, 2.01904, 3.57334], [1.24483, -0.03597, 2.74223], [2.17913, -3.25579, 4.83990], [-1.28028, -2.30318, 4.95236], [-0.22054, -0.92890, 5.28127], [-1.55504, 0.92434, 2.74709], [-1.27874, 0.82826, 4.48996], [-1.82775, -2.85984, -4.01858], [-2.69895, -3.13759, -2.97525], [-2.61956, -2.41273, -1.79295], [-1.66842, -1.40608, -1.62488], [-0.80542, -1.14034, -2.69024], [-0.87926, -1.85367, -3.87585], [-1.55157, -0.45541, -0.01192], [-1.37140, 1.37387, -0.40704], [-0.40424, 2.19348, 0.17640], [-0.30455, 3.53956, -0.15467], [-1.17243, 4.08888, -1.08654], [-2.14856, 3.29261, -1.67491], [-2.24593, 1.95189, -1.33487], [-1.88970, -3.42040, -4.94307], [-3.44276, -3.91765, -3.08278], [-3.30977, -2.63923, -0.98625], [-0.07110, -0.34720, -2.59167], [-0.20648, -1.62491, -4.69466], [-2.84134, -0.69400, 0.70398], [0.26942, 1.79600, 0.92780], [0.44281, 4.15526, 0.33158], [-1.09746, 5.13702, -1.34828], [-2.83402, 3.71920, -2.39703], [-3.01070, 1.34339, -1.80936], [1.55351, -1.78712, -0.25032], [2.86537, -1.07770, -0.54648], [2.81919, 0.55098, 0.25496], [3.09959, 1.58642, -0.82179], [2.30233, 1.11741, -2.03427], [2.67478, -0.35164, -2.20801], [3.47878, 0.55576, 1.11910], [1.79369, 0.62180, 0.62533], [4.16611, 1.62249, -1.06271], [2.80688, 2.57866, -0.47659], [2.52340, 1.68978, -2.93560], [1.23397, 1.22168, -1.82447], [3.63761, -0.46872, -2.70972], [1.93857, -0.97752, -2.71106]], "nbo_charge": [0.642, -0.661, 0.804, -0.625, -0.178, -0.522, -0.202, 0.731, -0.677, -0.862, 0.501, 0.221, 0.218, 0.219, 0.200, -0.206, -0.234, -0.130, -0.501, -0.201, -0.212, 1.132, -0.523, -0.214, -0.210, -0.205, -0.234, -0.135, 0.212, 0.212, 0.205, 0.200, 0.207, -0.192, 0.224, 0.218, 0.213, 0.213, 0.205, -0.980, 1.235, -0.601, -0.414, -0.421, -0.599, 0.262, 0.272, 0.205, 0.240, 0.228, 0.228, 0.231, 0.259], "charge": 0}

Most stable: P